[1]
{"formula": "C16H31Br3N5O2", "method": "wB97M-V/def2-TZVPD", "e_tot_ha": -8774.2966, "e_above_lowest_kcal_mol": 0.0, "max_force_ev_per_a": 2.81, "lumo_ev": -2.46, "multiplicity": 1, "total_charge": 1, "gap_ev": 9.890, "elements": ["C", "C", "C", "C", "C", "N", "C", "N", "C", "N", "C", "C", "C", "O", "C", "C", "O", "N", "C", "C", "C", "N", "H", "H", "H", "H", "H", "H", "H", "H", "H", "H", "H", "H", "H", "H", "H", "H", "H", "H", "H", "H", "H", "H", "H", "H", "H", "H", "H", "H", "H", "H", "C", "Br", "Br", "Br", "H"], "positions_angstrom": [[-2.89279, -5.16667, 3.58706], [-3.26738, -4.98073, 2.10601], [-2.06987, -5.10054, 1.14030], [-1.81357, -3.77772, 0.41097], [-1.24935, -2.74992, 1.37200], [-0.87924, -1.50235, 0.68029], [0.39630, -1.20472, 0.49312], [1.42466, -1.95575, 0.87214], [2.50584, -1.32806, 0.46821], [2.21275, -0.18998, -0.15649], [3.15635, 0.74185, -0.76822], [4.59706, 0.52110, -0.32652], [5.35247, 1.83401, -0.48744], [5.10673, 2.61955, 0.69425], [4.88556, 3.96723, 0.40688], [3.45135, 4.39738, 0.29765], [5.82206, 4.73946, 0.24994], [0.85663, -0.07979, -0.13811], [0.26128, 1.10976, -0.74377], [-1.24034, 1.21702, -0.66645], [-1.73793, 2.62499, -0.98360], [-0.89121, 3.28814, -1.99028], [-3.48908, -4.51917, 4.21668], [-3.09346, -6.18557, 3.88160], [-1.85484, -4.92439, 3.77829], [-4.02992, -5.70546, 1.85239], [-3.72598, -4.00350, 2.00287], [-1.19109, -5.28430, 1.74788], [-2.20322, -5.90659, 0.43632], [-2.76120, -3.40938, 0.03247], [-1.14138, -3.90659, -0.42931], [-2.03193, -2.47369, 2.06954], [-0.42308, -3.11413, 1.96052], [-1.64184, -0.94899, 0.35036], [3.48575, -1.72444, 0.62002], [2.88926, 1.76461, -0.55121], [3.10376, 0.63962, -1.84724], [5.06336, -0.20495, -0.98220], [4.67973, 0.25728, 0.71748], [5.02537, 2.37180, -1.36976], [6.41424, 1.63683, -0.52305], [2.76301, 3.68688, 0.73375], [3.24760, 4.55621, -0.75474], [3.36102, 5.35252, 0.79115], [0.55385, 1.14169, -1.78566], [0.69537, 1.99449, -0.29271], [-1.73090, 0.53048, -1.34859], [-1.61132, 0.97802, 0.32395], [-1.77943, 3.22197, -0.07662], [-2.72983, 2.53174, -1.39176], [-1.35661, 4.12923, -2.30222], [-0.04833, 3.60623, -1.52981], [-5.76467, 2.93302, -3.45645], [-5.74841, 1.71739, -1.95633], [-6.44511, 4.65858, -2.96107], [-4.03012, 3.05828, -4.28200], [-6.43793, 2.51999, -4.19249]]}

[2]
{"formula": "C16H31Cl3N8O4PtS", "method": "wB97M-V/def2-TZVPD", "e_tot_ha": -3264.0364, "e_above_lowest_kcal_mol": 74.4, "max_force_ev_per_a": 0.90, "lumo_ev": -10.09, "multiplicity": 1, "total_charge": 4, "gap_ev": 7.699, "elements": ["Pt", "C", "O", "C", "C", "O", "C", "H", "H", "H", "H", "H", "H", "H", "H", "H", "H", "N", "C", "C", "C", "C", "N", "C", "N", "N", "C", "O", "O", "H", "H", "H", "H", "H", "H", "H", "H", "H", "H", "H", "H", "H", "H", "C", "C", "C", "N", "N", "C", "N", "S", "H", "H", "H", "H", "H", "H", "H", "Cl", "C", "Cl", "Cl", "C", "N"], "positions_angstrom": [[3.55648, 0.85892, -3.03224], [4.07490, 1.27145, -0.06497], [4.66652, 0.88043, -1.33571], [6.04536, 1.36500, -1.48217], [6.67414, 0.69389, -2.67130], [5.90260, 1.04475, -3.81576], [6.56601, 0.78139, -5.06415], [4.69945, 0.86713, 0.72806], [3.08343, 0.83141, -0.02932], [4.03076, 2.35829, -0.01198], [6.56946, 1.08968, -0.56773], [5.99891, 2.44834, -1.59321], [6.71072, -0.39308, -2.54486], [7.69901, 1.06400, -2.76658], [7.48065, 1.37159, -5.11950], [5.88861, 1.08958, -5.85524], [6.80245, -0.27908, -5.16272], [-2.88860, -5.31918, 3.11099], [-3.05947, -4.74740, 4.24655], [-4.36125, -4.44577, 4.87969], [-5.61283, -4.38835, 3.99938], [-6.92500, -4.36117, 4.79176], [-7.19818, -3.08050, 5.44095], [-8.41252, -2.71850, 5.89289], [-8.56514, -1.53887, 6.48253], [-9.45976, -3.51539, 5.73292], [-0.43600, -1.03190, 0.59933], [-1.08821, -1.64324, 1.33913], [0.21146, -0.41276, -0.13964], [-3.66317, -5.51356, 2.48420], [-1.97733, -5.65938, 2.82119], [-2.15823, -4.58699, 4.83288], [-4.23038, -3.58661, 5.53990], [-4.44686, -5.30451, 5.57135], [-5.68055, -5.30674, 3.40968], [-5.56679, -3.55325, 3.29800], [-6.91955, -5.17146, 5.52790], [-7.72940, -4.55630, 4.08201], [-6.42418, -2.52642, 5.76915], [-7.80253, -0.89064, 6.58422], [-9.44845, -1.26526, 6.88366], [-9.37326, -4.46094, 5.40281], [-10.37811, -3.22716, 6.03395], [2.82437, 7.13029, -1.36756], [3.72859, 5.91126, -1.51191], [3.03133, 4.70416, -2.05675], [3.52959, 3.51931, -2.08955], [2.67614, 2.62301, -2.69084], [1.51516, 3.12170, -3.06939], [0.52246, 2.41985, -3.62201], [1.42526, 4.80738, -2.74132], [3.41042, 7.98747, -1.04438], [2.04105, 6.96739, -0.62661], [2.36239, 7.40659, -2.31817], [4.16218, 5.63095, -0.55038], [4.56526, 6.13150, -2.17916], [0.56023, 1.41312, -3.65047], [-0.33277, 2.87132, -3.89895], [2.41265, 1.75454, -8.12343], [1.70828, 0.43580, -7.19898], [-0.04778, 0.58854, -7.08659], [2.18481, -1.13351, -7.82225], [2.23082, 0.54674, -5.82200], [2.63442, 0.63115, -4.75727]]}

[3]
{"formula": "C16H31F3HfO3P2S", "method": "wB97M-V/def2-TZVPD", "e_tot_ha": -2281.7871, "max_force_ev_per_a": 4.28, "lumo_ev": -8.94, "multiplicity": 1, "total_charge": 2, "gap_ev": 4.793, "elements": ["P", "P", "C", "C", "H", "H", "H", "H", "C", "H", "H", "H", "C", "H", "H", "H", "C", "H", "H", "H", "C", "H", "H", "H", "Hf", "C", "C", "C", "C", "C", "C", "C", "C", "C", "H", "H", "H", "H", "H", "H", "H", "H", "H", "H", "H", "H", "H", "H", "H", "F", "C", "F", "F", "S", "O", "O", "O"], "positions_angstrom": [[2.69981, 0.23286, -1.26701], [-0.05838, -0.56889, -2.79052], [2.77526, -0.41624, -3.01532], [1.47549, -0.20380, -3.79244], [3.04867, -1.48106, -2.95175], [3.60437, 0.12335, -3.49747], [1.37962, 0.83285, -4.15127], [1.43326, -0.87184, -4.66405], [0.02516, -2.40268, -2.99592], [-0.89566, -2.85227, -2.60002], [0.89678, -2.82871, -2.48079], [0.09806, -2.60781, -4.07367], [-1.34892, -0.25046, -4.04909], [-1.13830, -0.86247, -4.93650], [-1.35503, 0.81331, -4.32075], [-2.32481, -0.53324, -3.63228], [4.40669, -0.12084, -0.72012], [4.55268, 0.32695, 0.27165], [5.10878, 0.32990, -1.43636], [4.56402, -1.20648, -0.66815], [2.96485, 1.99029, -1.75079], [2.12465, 2.38375, -2.33772], [3.88251, 2.02015, -2.35797], [3.10925, 2.59802, -0.84823], [-1.40238, 0.37231, 2.44932], [-2.05533, -0.01577, 0.05702], [-1.47560, -1.18157, 0.56137], [-0.08085, -1.69850, 0.26043], [1.03726, -1.42100, 1.28871], [1.01231, -0.07602, 1.94256], [0.56459, 1.13619, 1.39363], [0.13441, 1.32103, -0.04170], [-1.36993, 1.23583, -0.41808], [-0.66774, 0.71751, 4.43865], [-3.13821, -0.03593, -0.11853], [-2.18136, -1.98210, 0.82902], [0.25627, -1.29859, -0.71815], [-0.15235, -2.79270, 0.09905], [0.97947, -2.20743, 2.06647], [2.02118, -1.59345, 0.79857], [1.61394, -0.02326, 2.85903], [0.81094, 2.06443, 1.92840], [0.59968, 0.51429, -0.64550], [0.55061, 2.26937, -0.43609], [-1.90075, 2.15230, -0.06720], [-1.44327, 1.28992, -1.52477], [-1.25579, 1.48495, 4.97195], [0.38111, 1.05787, 4.42294], [-0.69994, -0.19226, 5.06443], [-5.63694, 0.34101, 5.40678], [-4.38556, 0.74131, 5.08788], [-4.28579, 2.07558, 5.29310], [-3.50661, 0.11243, 5.90442], [-4.02517, 0.34050, 3.27125], [-5.21062, 0.10738, 2.52048], [-3.13791, 1.50830, 2.81025], [-2.97849, -0.76855, 3.31082]]}

[4]
{"formula": "C16H31F3P2Ru", "method": "wB97M-V/def2-TZVPD", "e_tot_ha": -1704.3729, "e_above_lowest_kcal_mol": 180.4, "max_force_ev_per_a": 9.90, "lumo_ev": [-7.46, -10.54], "multiplicity": 5, "total_charge": 2, "gap_ev": [7.384, 4.033], "elements": ["P", "P", "C", "C", "H", "H", "H", "H", "C", "H", "H", "H", "C", "H", "H", "H", "C", "H", "H", "H", "C", "H", "H", "H", "Ru", "C", "C", "C", "C", "C", "C", "C", "C", "C", "H", "H", "H", "H", "H", "H", "H", "H", "H", "H", "H", "H", "H", "H", "H", "F", "C", "F", "F"], "positions_angstrom": [[-1.39687, -1.64541, -3.85012], [-0.79112, 1.80381, -4.46898], [-1.69462, -0.49219, -5.32240], [-0.49031, 0.40253, -5.59178], [-2.61074, 0.05437, -5.03264], [-1.91501, -1.02765, -6.25483], [0.52470, -0.04018, -5.39971], [-0.48613, 0.73269, -6.64477], [-2.27186, 2.53282, -5.29084], [-2.70028, 3.25004, -4.57300], [-3.01643, 1.77101, -5.53213], [-2.03619, 3.08064, -6.21564], [0.38835, 2.80632, -5.73163], [0.03096, 2.74070, -6.78105], [1.42266, 2.43605, -5.70237], [0.37191, 3.86924, -5.45707], [-2.95775, -2.60419, -3.89597], [-2.81348, -3.39420, -3.14964], [-3.03234, -3.02686, -4.91013], [-3.80021, -1.92064, -3.63296], [-0.68165, -2.82383, -5.53850], [0.14189, -2.35121, -6.11302], [-1.52713, -2.96980, -6.25162], [-0.32236, -3.82004, -5.23930], [-2.46172, -0.59655, -2.37584], [3.15798, 2.25695, -3.14001], [1.87637, 1.81124, -3.00606], [1.45144, 0.40097, -2.75889], [2.02753, -0.84802, -3.32835], [2.46263, -0.74651, -4.74705], [3.29444, 0.22546, -5.19939], [4.51495, 0.57662, -4.41544], [4.26349, 1.28192, -3.06142], [-2.96720, -1.66101, -0.58370], [3.37433, 3.32301, -3.31669], [1.09372, 2.52516, -2.93120], [0.34205, 0.24452, -2.89170], [1.52602, 0.22077, -1.66371], [2.84210, -1.20791, -2.68571], [1.20621, -1.61436, -3.20938], [2.33822, -1.70986, -5.26176], [3.17199, 0.70043, -6.17143], [5.13389, 1.20440, -5.09234], [5.13675, -0.29357, -4.17756], [3.97593, 0.45684, -2.38844], [5.18624, 1.72929, -2.67092], [-2.56762, -1.31653, 0.40242], [-2.70044, -2.73137, -0.68900], [-4.07733, -1.63997, -0.36680], [-3.97430, 1.71696, -1.24641], [-2.96630, 0.95521, -0.74834], [-1.87329, 1.83354, -0.58082], [-3.38897, 0.67451, 0.52185]]}